Below is 2 unconnected molecules or ions with the total composition C4H12O in a non-equilibrium geometry, with properties calculated with the ωB97M-V functional and the def2-TZVPD basis.

Last column: Löwdin charge in e.
Cartesian coordinates (Å):
C -1.360 2.738 -0.274  -0.182
C -0.254 1.691 -0.489  -0.189
H -2.026 2.919 -1.249  0.099
H -2.121 2.421 0.488  0.050
H -1.027 3.676 0.274  0.071
H 0.665 1.857 0.158  0.087
H 0.194 1.889 -1.370  0.001
H -0.411 0.592 -0.449  0.054
C 1.150 -1.754 0.712  -0.314
C 0.572 -2.444 -0.490  -0.083
O 0.204 -0.804 1.258  -0.152
H 1.485 -2.322 1.582  0.099
H 2.099 -1.152 0.619  0.127
H 0.714 -1.922 -1.387  0.051
H -0.639 -1.266 1.547  0.114
H -0.453 -2.744 -0.348  0.072
H 1.208 -3.376 -0.581  0.096

Kohn-Sham gap in eV: 11.134
Strongest force on any atom in eV/A: 3.8
Calculated total energy in hartree: -234.77231
SMILES string: CCO.CC
HOMO energy in eV: -10.18

=====

Below is a single C6H6O molecule, with properties calculated with the ωB97M-V functional and the def2-TZVPD basis.

Last column: Löwdin charge in e.
Cartesian coordinates (Å):
O -0.731 -0.951 1.294  -0.001
C -0.388 0.881 0.702  0.070
C 1.010 0.851 0.158  -0.171
C 1.353 -0.340 -0.618  -0.137
C 1.619 -1.332 -1.244  0.144
C -1.414 -0.017 0.331  -0.501
C -2.432 -0.312 -0.431  0.067
H -0.211 -1.576 0.752  0.085
H -0.578 1.732 1.366  0.139
H 1.724 1.007 0.976  0.134
H 1.091 1.748 -0.478  0.142
H 1.855 -2.203 -1.817  0.042
H -2.829 0.528 -1.014  -0.012

Kohn-Sham gap in eV: 6.565
Strongest force on any atom in eV/A: 0.5
Calculated total energy in hartree: -307.17608
HOMO energy in eV: -7.62

=====

Below is 2 unconnected molecules or ions with the total composition C9H17O5P in a non-equilibrium geometry, with properties calculated with the ωB97M-V functional and the def2-TZVPD basis.

Last column: Löwdin charge in e.
Cartesian coordinates (Å):
C -0.278 -1.508 -0.034  -0.545
C -3.294 0.762 -0.605  -0.113
C -2.266 1.787 -0.762  -0.080
C -1.862 0.319 -0.883  -0.228
C -1.451 -0.099 1.677  -0.023
C 1.311 -3.132 0.548  -0.039
C 2.052 -0.477 -2.340  -0.043
C 1.789 2.481 1.579  -0.158
C -1.163 -0.333 0.198  -0.117
O -0.148 -1.851 -1.206  -0.016
O 2.393 -0.331 0.669  -0.253
O 0.378 -2.141 0.991  -0.089
O 1.595 0.716 -1.605  -0.226
O 1.214 2.036 0.393  -0.279
P 1.365 0.443 -0.051  0.713
H -3.699 0.639 0.353  0.082
H -4.066 0.545 -1.369  0.121
H -2.319 2.250 -1.739  0.113
H -1.915 2.240 0.183  0.118
H -1.622 -0.103 -1.817  0.128
H -1.843 0.828 1.920  0.054
H -0.567 -0.005 2.124  0.030
H -2.108 -0.783 2.251  0.118
H 1.049 -4.077 1.220  0.135
H 2.222 -2.642 0.755  0.062
H 1.046 -3.493 -0.417  0.072
H 1.456 -1.313 -2.256  0.043
H 3.003 -0.625 -2.088  0.043
H 2.064 -0.050 -3.340  0.102
H 1.033 2.994 2.051  0.039
H 2.505 3.255 1.225  0.102
H 2.125 1.666 2.374  0.134

Kohn-Sham gap (spin up / spin down) in eV: 7.662 / 7.662
Strongest force on any atom in eV/A: 4.6
Calculated total energy in hartree: -1070.57776
HOMO energy (spin up / spin down) in eV: -7.99 / -7.99

=====

Below is a molecular structure, C32H66Br20Cl3IN4O2P in a non-equilibrium geometry, with properties calculated with the ωB97M-V functional and the def2-TZVPD basis.

Last column: Löwdin charge in e.
Cartesian coordinates (Å):
C -1.533 1.385 3.445  -0.090
C -0.537 2.429 2.929  -0.271
C 0.511 1.904 1.933  -0.625
Cl 1.477 3.356 1.431  0.657
C -0.066 1.133 0.679  -0.400
C -1.202 2.073 0.183  -0.120
C -1.636 2.070 -1.319  -0.623
N -1.917 0.748 -1.912  0.079
N -2.920 2.831 -1.373  0.044
N -0.767 2.876 -2.174  0.099
C 1.094 1.164 -0.370  -0.564
Cl 2.761 0.748 0.213  0.668
N 0.865 0.064 -1.374  0.036
C 0.234 -1.028 -0.598  -0.438
C 0.974 -2.358 -0.688  -0.217
C 0.999 -2.755 -2.221  -0.149
C 0.738 -4.264 -2.471  -0.292
O 1.840 -4.722 -3.287  -0.506
C -0.272 -0.431 0.790  -0.717
I 0.912 -1.506 2.308  1.068
P -1.918 -1.386 0.998  0.617
O -2.064 -1.618 2.607  -0.467
Cl -3.624 -0.238 0.599  0.296
H -2.262 1.044 2.706  0.020
H -1.013 0.553 3.931  0.067
H -2.113 1.865 4.246  0.083
H -1.053 3.332 2.582  0.091
H 0.031 2.766 3.805  0.118
H 1.216 1.303 2.508  0.039
H -2.117 1.946 0.766  0.068
H -0.952 3.126 0.357  0.087
H -2.913 0.572 -1.981  0.057
H -1.622 0.807 -2.884  0.083
H -3.636 2.292 -0.888  0.048
H -2.766 3.641 -0.754  -0.083
H -0.034 2.332 -2.611  0.053
H -1.325 3.365 -2.861  0.090
H 1.284 2.116 -0.866  0.070
H 1.803 -0.308 -1.564  0.007
H 0.462 0.328 -2.271  0.138
H -0.729 -1.288 -1.054  0.076
H 0.442 -3.176 -0.203  0.098
H 2.028 -2.311 -0.397  0.087
H 0.188 -2.201 -2.722  0.107
H 1.926 -2.449 -2.715  0.088
H -0.127 -4.372 -3.139  0.104
H 0.615 -4.839 -1.562  0.063
H 1.976 -4.079 -4.003  0.001
H -2.839 -1.131 2.938  0.008
Br -5.466 -1.120 5.016  0.611
C -6.135 -2.935 4.775  -0.667
C -5.628 -3.853 5.855  -0.698
Br -3.773 -4.347 5.553  0.615
H -5.845 -3.251 3.778  0.048
H -7.219 -2.846 4.823  0.061
H -6.179 -4.792 5.846  0.062
H -5.679 -3.414 6.848  -0.001
Br -6.032 0.955 9.017  0.603
C -6.789 -0.813 8.730  -0.695
C -6.321 -1.798 9.767  -0.683
Br -4.497 -2.378 9.415  0.630
H -6.526 -1.106 7.718  -0.013
H -7.867 -0.672 8.796  0.064
H -6.921 -2.705 9.730  0.059
H -6.339 -1.396 10.774  0.051
Br -3.204 5.291 0.685  0.746
C -4.244 6.594 -0.329  -0.630
C -3.856 8.001 0.032  -0.694
Br -4.604 8.522 1.749  0.626
H -5.291 6.378 -0.139  0.058
H -4.018 6.389 -1.374  0.066
H -4.269 8.705 -0.687  0.062
H -2.782 8.142 0.099  0.052
Br -6.123 2.292 5.784  0.574
C -6.369 3.313 4.147  -0.679
C -5.060 3.564 3.441  -0.709
Br -4.052 4.966 4.335  0.599
H -6.880 4.229 4.423  0.052
H -7.026 2.704 3.528  0.059
H -5.236 3.934 2.433  0.019
H -4.420 2.688 3.396  0.032
Br 4.312 8.764 -1.423  0.613
C 3.555 7.847 0.116  -0.700
C 3.900 6.382 0.110  -0.686
Br 2.820 5.401 -1.181  0.582
H 2.485 8.030 0.099  0.050
H 3.991 8.336 0.984  0.060
H 3.671 5.932 1.074  0.051
H 4.939 6.191 -0.138  0.052
Br -0.504 -3.337 -6.258  0.639
C 0.865 -2.871 -7.564  -0.683
C 2.200 -3.447 -7.181  -0.644
Br 3.013 -2.425 -5.738  0.653
H 0.875 -1.789 -7.641  0.021
H 0.522 -3.296 -8.505  0.066
H 2.902 -3.379 -8.011  0.061
H 2.141 -4.478 -6.846  0.061
Br 2.815 -5.826 -1.879  0.995
C 4.116 -6.940 -0.866  -0.639
C 4.177 -8.335 -1.425  -0.702
Br 2.634 -9.390 -0.872  0.593
H 3.831 -6.920 0.184  0.015
H 5.073 -6.435 -0.987  0.054
H 5.040 -8.874 -1.038  0.052
H 4.199 -8.355 -2.511  0.046
Br 3.035 0.426 -8.260  0.614
C 4.734 0.795 -9.140  -0.676
C 5.510 -0.468 -9.393  -0.679
Br 6.341 -1.137 -7.764  0.632
H 5.266 1.503 -8.512  0.051
H 4.470 1.275 -10.080  0.062
H 6.335 -0.278 -10.076  0.062
H 4.896 -1.272 -9.785  0.050
Br 3.603 -4.205 1.948  0.615
C 4.938 -4.233 3.361  -0.676
C 4.302 -4.032 4.709  -0.683
Br 3.816 -2.168 4.994  0.596
H 5.672 -3.472 3.118  0.053
H 5.404 -5.215 3.299  0.063
H 5.005 -4.270 5.504  0.061
H 3.397 -4.617 4.843  0.053
Br 3.443 0.757 -3.021  0.700
C 5.153 1.142 -3.881  -0.624
C 5.934 -0.117 -4.131  -0.718
Br 6.741 -0.788 -2.494  0.640
H 5.671 1.849 -3.240  0.061
H 4.896 1.628 -4.820  0.062
H 6.766 0.082 -4.803  0.043
H 5.329 -0.921 -4.538  -0.004

Total charge: +1
Kohn-Sham gap in eV: 8.311
Strongest force on any atom in eV/A: 6.5
Calculated total energy in hartree: -55128.04468
HOMO energy in eV: -10.41